1.
{"formula": "C3H10ClN2OP", "method": "wB97M-V/def2-TZVPD", "spin_multiplicity": 3, "max_force_ev_per_a": 3.4, "relative_energy_kcal_mol": 72.8, "molar_mass_g_mol": 156.6, "species": ["C", "C", "C", "N", "N", "O", "P", "Cl", "H", "H", "H", "H", "H", "H", "H", "H", "H", "H"], "coordinates": [[-0.373, 2.256, 0.226], [0.907, -1.243, 0.330], [2.129, -0.856, -0.395], [-1.815, -1.377, -0.116], [-1.157, 1.083, 0.316], [-0.474, -0.127, -1.968], [-0.704, -0.244, -0.496], [2.456, 0.850, -0.201], [0.626, 2.060, 0.814], [-0.140, 2.247, -0.853], [-0.840, 3.160, 0.704], [1.079, -0.785, 1.322], [0.757, -2.349, 0.336], [2.107, -1.012, -1.498], [2.898, -1.508, -0.038], [-1.941, -2.297, -0.597], [-2.665, -1.009, 0.427], [-1.440, 0.734, 1.261]]}

***

2.
{"formula": "C9H20BIN2O4", "method": "wB97M-V/def2-TZVPD", "spin_multiplicity": 2, "max_force_ev_per_a": 3.5, "total_energy_ev": -29602.748, "charge": -1, "molar_mass_g_mol": 358.0, "species": ["C", "C", "C", "C", "C", "N", "O", "B", "O", "O", "C", "C", "C", "C", "N", "O", "H", "H", "H", "H", "H", "H", "H", "H", "H", "H", "H", "H", "H", "H", "H", "H", "H", "H", "H", "H", "I"], "coordinates": [[1.485, -1.193, 1.765], [0.189, -1.030, 0.718], [-0.759, -2.367, 1.063], [0.655, -1.208, -0.834], [0.757, 0.157, -1.728], [0.159, -0.219, -3.104], [2.128, 0.606, -2.040], [2.943, 0.834, -0.837], [3.833, -0.172, -0.193], [2.919, 2.192, -0.234], [-0.235, 1.389, -1.197], [-1.271, 0.894, -0.029], [-2.546, 0.017, -0.562], [-1.926, 2.295, 0.612], [-0.463, 0.276, 1.080], [-1.187, 0.145, 2.222], [2.080, -0.194, 1.905], [2.186, -2.059, 1.405], [1.010, -1.544, 2.800], [-0.051, -3.295, 0.814], [-1.680, -2.470, 0.350], [-1.008, -2.461, 2.206], [1.646, -1.874, -0.843], [-0.165, -1.905, -1.351], [-0.876, -0.298, -2.993], [0.296, 0.650, -3.702], [4.061, 0.185, 0.737], [2.584, 2.163, 0.711], [-0.915, 1.753, -2.108], [0.348, 2.337, -0.840], [-3.191, 0.704, -1.292], [-2.213, -0.934, -1.175], [-3.276, -0.250, 0.340], [-3.059, 2.178, 0.883], [-1.823, 3.108, -0.238], [-1.259, 2.676, 1.520], [-1.376, -1.084, 4.170]]}

***

3.
{"formula": "C25H62ClO23S6V", "method": "wB97M-V/def2-TZVPD", "spin_multiplicity": 2, "max_force_ev_per_a": 2.2, "total_energy_ev": -177238.102, "charge": 1, "molar_mass_g_mol": 1009.5, "species": ["O", "V", "Cl", "C", "C", "C", "O", "C", "H", "H", "H", "H", "H", "H", "H", "H", "O", "S", "O", "O", "C", "C", "C", "H", "H", "H", "H", "H", "H", "H", "H", "O", "S", "O", "O", "C", "C", "C", "H", "H", "H", "H", "H", "H", "H", "H", "O", "S", "O", "O", "C", "C", "C", "H", "H", "H", "H", "H", "H", "H", "H", "O", "S", "O", "O", "C", "C", "C", "H", "H", "H", "H", "H", "H", "H", "H", "O", "S", "O", "O", "C", "C", "C", "H", "H", "H", "H", "H", "H", "H", "H", "O", "S", "O", "O", "C", "C", "C", "H", "H", "H", "H", "H", "H", "H", "H", "C", "O", "C", "O", "O", "C", "H", "H", "H", "H", "H", "H"], "coordinates": [[-0.013, 0.152, 0.239], [-0.485, -0.661, -1.015], [-1.634, -1.701, -3.057], [-2.423, 2.842, 3.268], [-3.802, 2.358, 2.781], [-3.482, 0.883, 2.658], [-2.195, 0.886, 2.045], [-1.519, 2.102, 2.273], [-2.240, 2.614, 4.318], [-2.299, 3.927, 3.200], [-4.064, 2.715, 1.786], [-4.602, 2.654, 3.459], [-4.182, 0.208, 2.158], [-3.415, 0.395, 3.644], [-1.411, 2.750, 1.400], [-0.563, 1.904, 2.767], [2.628, -0.731, 1.177], [2.818, -0.470, 2.574], [1.750, 0.135, 3.341], [3.438, -1.773, 3.316], [2.535, -2.783, 3.756], [3.293, -3.810, 4.568], [4.295, 0.576, 2.736], [2.081, -3.283, 2.898], [1.719, -2.410, 4.381], [3.937, -3.362, 5.326], [4.043, -4.329, 3.958], [2.644, -4.603, 4.930], [5.035, -0.053, 2.243], [4.492, 0.845, 3.768], [4.136, 1.482, 2.156], [4.237, 2.882, -0.926], [2.937, 3.078, -0.367], [1.958, 2.031, -0.434], [3.172, 3.500, 1.156], [2.026, 3.909, 1.926], [2.188, 3.505, 3.380], [2.227, 4.620, -0.993], [1.056, 3.569, 1.557], [1.963, 4.999, 1.887], [1.411, 4.025, 3.946], [3.141, 3.834, 3.794], [2.055, 2.446, 3.594], [2.198, 4.669, -2.076], [2.877, 5.433, -0.670], [1.248, 4.722, -0.530], [1.611, 2.497, -3.418], [0.315, 1.867, -3.497], [-0.172, 1.082, -2.394], [-0.819, 2.991, -3.733], [-0.555, 4.089, -4.629], [-1.889, 4.822, -4.799], [0.144, 0.873, -5.005], [-0.238, 3.680, -5.590], [0.206, 4.725, -4.179], [-2.141, 5.316, -3.864], [-2.656, 4.105, -5.092], [-1.799, 5.519, -5.630], [0.659, -0.075, -4.881], [0.502, 1.508, -5.811], [-0.930, 0.719, -5.094], [0.409, -2.733, -0.382], [0.632, -4.049, 0.162], [1.948, -4.469, 0.513], [-0.317, -4.208, 1.477], [-0.384, -5.476, 2.095], [-0.872, -5.237, 3.534], [-0.139, -5.260, -0.971], [0.554, -6.050, 2.090], [-0.986, -6.214, 1.546], [-1.698, -4.531, 3.477], [-0.094, -4.836, 4.177], [-1.188, -6.198, 3.938], [0.090, -4.922, -1.979], [-1.221, -5.238, -0.851], [0.251, -6.232, -0.684], [2.643, -1.119, -4.068], [2.701, -1.213, -2.634], [1.579, -0.807, -1.818], [3.085, -2.716, -2.168], [3.606, -3.591, -3.198], [3.800, -4.925, -2.508], [4.192, -0.348, -2.063], [4.546, -3.196, -3.582], [2.857, -3.727, -3.979], [4.458, -4.780, -1.645], [4.297, -5.657, -3.144], [2.903, -5.361, -2.076], [5.021, -0.630, -2.700], [4.328, -0.504, -0.995], [3.885, 0.698, -2.145], [-2.394, 0.881, -0.924], [-3.780, 0.993, -1.312], [-4.739, 0.016, -0.919], [-4.349, 2.432, -0.818], [-3.441, 3.517, -0.991], [-4.170, 4.843, -0.971], [-3.864, 1.223, -3.123], [-2.905, 3.501, -1.948], [-2.628, 3.512, -0.264], [-4.772, 4.989, -1.864], [-3.417, 5.635, -0.906], [-4.723, 5.035, -0.049], [-3.191, 1.991, -3.489], [-4.903, 1.405, -3.388], [-3.583, 0.249, -3.526], [-0.962, -1.549, 2.694], [-2.202, -2.211, 2.427], [-2.603, -2.202, 1.174], [-2.014, -1.716, 0.236], [-3.737, -2.812, 1.076], [-4.359, -3.046, -0.178], [-1.073, -0.500, 2.952], [-0.247, -1.637, 1.881], [-0.543, -2.024, 3.581], [-4.921, -3.981, -0.129], [-3.637, -3.072, -0.989], [-5.176, -2.341, -0.330]]}

***

4.
{"formula": "C4H8O3", "method": "wB97M-V/def2-TZVPD", "max_force_ev_per_a": 0.6, "relative_energy_kcal_mol": 39.1, "molar_mass_g_mol": 104.1, "species": ["C", "C", "C", "O", "C", "O", "H", "H", "H", "H", "H", "H", "O", "H", "H"], "coordinates": [[-0.861, 1.319, -1.126], [-0.389, 0.453, 0.068], [-0.684, -0.960, -0.374], [0.062, -1.634, -1.050], [1.085, 0.675, 0.336], [1.514, 1.338, 1.251], [-1.605, 0.786, -1.728], [-1.306, 2.254, -0.786], [-0.022, 1.544, -1.792], [-0.943, 0.686, 0.983], [-1.701, -1.316, -0.111], [1.766, 0.202, -0.404], [0.668, -1.785, 1.730], [0.960, -2.196, 0.905], [1.456, -1.366, 2.098]]}

***

5.
{"formula": "C50H41F7IN2O2PS", "method": "wB97M-V/def2-TZVPD", "max_force_ev_per_a": 1.1, "total_energy_ev": -106839.267, "molar_mass_g_mol": 1024.8, "species": ["O", "P", "O", "S", "C", "C", "N", "C", "C", "C", "C", "C", "I", "C", "N", "H", "H", "H", "H", "H", "H", "F", "C", "C", "C", "C", "C", "C", "H", "H", "H", "H", "H", "F", "C", "C", "C", "C", "C", "C", "H", "H", "H", "H", "H", "F", "C", "C", "C", "C", "C", "C", "H", "H", "H", "H", "H", "F", "C", "C", "C", "C", "C", "C", "H", "H", "H", "H", "H", "F", "C", "C", "C", "C", "C", "C", "H", "H", "H", "H", "H", "F", "C", "C", "C", "C", "C", "C", "H", "H", "H", "H", "H", "F", "C", "C", "C", "C", "C", "C", "H", "H", "H", "H", "H"], "coordinates": [[1.668, 1.502, -1.217], [1.025, 1.450, -2.701], [1.402, 0.015, -3.290], [1.592, 2.875, -3.829], [-0.762, 1.406, -2.384], [-1.406, 2.578, -1.916], [-2.681, 2.610, -1.674], [-3.368, 1.452, -1.900], [-4.747, 1.417, -1.643], [-5.468, 0.284, -1.872], [-4.839, -0.876, -2.370], [-3.500, -0.856, -2.623], [-2.567, -2.578, -3.380], [-2.722, 0.299, -2.391], [-1.383, 0.287, -2.625], [1.098, 0.965, -0.645], [1.011, -0.689, -2.748], [-0.816, 3.471, -1.760], [-5.264, 2.284, -1.263], [-6.530, 0.263, -1.684], [-5.393, -1.778, -2.569], [3.326, 5.671, 4.018], [3.212, 5.037, 2.827], [4.353, 4.767, 2.102], [4.224, 4.114, 0.884], [2.970, 3.748, 0.411], [1.839, 4.037, 1.162], [1.954, 4.684, 2.384], [5.318, 5.065, 2.487], [5.107, 3.889, 0.302], [2.874, 3.246, -0.539], [0.859, 3.760, 0.794], [1.086, 4.914, 2.988], [-8.238, 2.361, -3.586], [-7.390, 3.157, -4.272], [-6.149, 2.664, -4.616], [-5.275, 3.481, -5.318], [-5.652, 4.773, -5.660], [-6.906, 5.247, -5.301], [-7.789, 4.436, -4.602], [-5.875, 1.656, -4.335], [-4.299, 3.108, -5.598], [-4.968, 5.409, -6.205], [-7.200, 6.254, -5.563], [-8.772, 4.784, -4.316], [-0.466, -5.510, -3.856], [0.764, -4.961, -3.716], [0.962, -3.673, -4.166], [2.217, -3.100, -4.020], [3.248, -3.823, -3.433], [3.022, -5.119, -2.988], [1.768, -5.698, -3.125], [0.143, -3.136, -4.624], [2.391, -2.091, -4.367], [4.227, -3.376, -3.323], [3.824, -5.684, -2.533], [1.570, -6.703, -2.778], [-5.295, -10.139, -3.914], [-4.056, -9.625, -3.778], [-3.811, -8.342, -4.223], [-2.537, -7.811, -4.074], [-1.529, -8.570, -3.496], [-1.796, -9.861, -3.061], [-3.069, -10.395, -3.195], [-4.609, -7.771, -4.679], [-2.334, -6.807, -4.412], [-0.538, -8.153, -3.386], [-1.011, -10.456, -2.613], [-3.298, -11.396, -2.853], [-6.975, -9.881, 3.282], [-6.390, -9.866, 2.067], [-7.074, -9.313, 1.004], [-6.466, -9.297, -0.243], [-5.197, -9.835, -0.410], [-4.532, -10.388, 0.674], [-5.126, -10.404, 1.928], [-8.064, -8.905, 1.156], [-6.985, -8.864, -1.088], [-4.730, -9.822, -1.383], [-3.543, -10.810, 0.545], [-4.624, -10.824, 2.788], [5.468, 8.468, 9.759], [5.179, 7.420, 8.958], [4.775, 7.663, 7.662], [4.485, 6.584, 6.839], [4.596, 5.288, 7.322], [5.002, 5.070, 8.632], [5.301, 6.141, 9.461], [4.691, 8.683, 7.308], [4.176, 6.753, 5.819], [4.369, 4.451, 6.676], [5.088, 4.060, 9.012], [5.625, 5.994, 10.483], [7.339, 5.999, 3.537], [8.098, 6.637, 4.456], [9.431, 6.300, 4.567], [10.206, 6.958, 5.511], [9.642, 7.929, 6.326], [8.297, 8.248, 6.195], [7.515, 7.601, 5.250], [9.848, 5.535, 3.926], [11.254, 6.709, 5.609], [10.250, 8.437, 7.063], [7.853, 9.000, 6.833], [6.467, 7.839, 5.132]]}

***

6.
{"formula": "C29H25CaN5O2S", "method": "wB97M-V/def2-TZVPD", "max_force_ev_per_a": 3.6, "charge": 2, "relative_energy_kcal_mol": 0.0, "molar_mass_g_mol": 547.7, "species": ["Ca", "C", "O", "C", "N", "C", "C", "C", "C", "C", "C", "C", "C", "C", "C", "C", "C", "N", "C", "N", "C", "C", "O", "C", "C", "C", "C", "C", "C", "H", "H", "H", "H", "H", "H", "H", "H", "H", "H", "H", "H", "H", "H", "H", "H", "H", "H", "H", "N", "C", "S", "C", "C", "C", "N", "C", "C", "H", "H", "H", "H", "H", "H"], "coordinates": [[0.264, 0.885, 0.398], [4.754, 2.529, -1.444], [3.686, 3.586, -1.137], [2.622, 2.890, -0.638], [2.736, 1.598, -0.514], [4.010, 1.155, -1.205], [4.767, 0.030, -0.620], [6.188, 0.038, -0.502], [6.860, -1.002, 0.220], [6.119, -2.052, 0.749], [4.735, -2.152, 0.480], [4.081, -1.106, -0.208], [1.401, 3.680, -0.470], [1.427, 5.097, -0.560], [0.176, 5.690, -0.640], [-0.996, 5.016, -0.238], [-0.896, 3.651, -0.035], [0.287, 3.031, -0.221], [-2.076, 2.897, 0.479], [-2.063, 1.618, 0.705], [-3.307, 1.211, 1.307], [-4.161, 2.529, 1.319], [-3.202, 3.566, 0.767], [-4.100, 0.113, 0.580], [-3.586, -0.469, -0.575], [-4.361, -1.380, -1.285], [-5.688, -1.638, -0.955], [-6.215, -1.037, 0.216], [-5.433, -0.285, 1.029], [5.647, 2.706, -0.772], [5.000, 2.753, -2.521], [3.724, 0.814, -2.259], [6.735, 0.942, -0.829], [7.949, -0.925, 0.491], [6.648, -2.792, 1.389], [4.203, -2.999, 0.957], [3.011, -1.153, -0.450], [2.319, 5.664, -0.694], [0.035, 6.719, -0.954], [-1.919, 5.510, 0.040], [-3.098, 0.938, 2.424], [-4.481, 2.807, 2.328], [-4.962, 2.411, 0.549], [-2.584, -0.143, -0.988], [-3.904, -1.771, -2.234], [-6.305, -2.282, -1.654], [-7.235, -1.256, 0.529], [-5.792, 0.043, 1.951], [-2.430, -5.840, 0.664], [-1.198, -5.580, 0.224], [-0.211, -6.748, -0.486], [-0.730, -4.158, 0.349], [-1.028, -3.310, 1.430], [-0.530, -2.012, 1.472], [-0.002, -1.374, 0.364], [0.258, -2.203, -0.700], [-0.004, -3.534, -0.709], [-2.828, -6.736, 0.370], [-2.942, -5.153, 1.186], [-1.452, -3.648, 2.380], [-0.685, -1.487, 2.388], [0.375, -1.777, -1.678], [0.387, -4.114, -1.556]]}

***

7.
{"formula": "C9H10N", "method": "wB97M-V/def2-TZVPD", "max_force_ev_per_a": 4.8, "charge": 1, "relative_energy_kcal_mol": 155.2, "molar_mass_g_mol": 132.2, "species": ["C", "C", "C", "C", "C", "C", "C", "C", "C", "N", "H", "H", "H", "H", "H", "H", "H", "H", "H", "H"], "coordinates": [[-2.160, -0.338, 1.784], [-0.858, 0.120, 1.556], [-2.452, -1.496, 1.215], [-1.739, -1.589, 0.015], [-0.433, 1.059, 2.337], [-0.645, -0.694, 0.154], [0.011, -0.566, -2.150], [0.064, 1.825, 3.192], [1.420, 0.408, -0.469], [0.210, -0.367, -0.743], [-3.346, -2.134, 1.569], [-1.893, -2.307, -0.681], [0.577, 0.108, -2.770], [0.297, -1.516, -2.587], [0.198, 1.411, 4.172], [0.132, 2.912, 3.065], [-0.954, -0.498, -2.598], [1.736, 0.341, 0.562], [1.491, 1.406, -0.703], [2.280, 0.010, -1.083]]}

***

8.
{"formula": "C12H24BClNbO10", "method": "wB97M-V/def2-TZVPD", "max_force_ev_per_a": 2.6, "total_energy_ev": -48054.654, "charge": -1, "molar_mass_g_mol": 467.5, "species": ["O", "C", "Cl", "C", "Nb", "C", "C", "O", "B", "O", "O", "H", "H", "H", "H", "H", "H", "H", "H", "H", "H", "H", "H", "C", "C", "C", "O", "C", "O", "O", "H", "H", "H", "H", "H", "H", "C", "C", "C", "O", "C", "O", "O", "H", "H", "H", "H", "H", "H"], "coordinates": [[-6.615, 0.942, -0.747], [-5.543, 0.423, -0.531], [-4.889, -0.617, -1.845], [-4.779, 0.592, 0.707], [-2.711, 1.590, 0.607], [-2.895, 2.218, -1.573], [-2.130, 3.471, -1.981], [-0.749, 3.395, -1.648], [-1.567, -0.434, 0.125], [-1.973, -1.344, -0.870], [-0.455, -0.832, 0.837], [-4.686, -0.374, 1.192], [-5.377, 1.221, 1.349], [-3.347, 3.257, 1.116], [-2.509, 1.125, 2.388], [-1.059, 2.314, 0.752], [-2.558, 1.415, -2.228], [-3.920, 2.427, -1.864], [-2.196, 3.578, -3.063], [-2.628, 4.313, -1.515], [-0.431, 4.293, -1.601], [-1.664, -1.014, -1.718], [0.137, -1.272, 0.212], [2.714, -5.171, -2.770], [2.774, -3.903, -1.951], [1.884, -3.902, -0.728], [1.575, -2.511, -0.574], [1.663, -1.934, -1.806], [1.271, -0.851, -2.066], [2.253, -2.782, -2.686], [2.766, -6.051, -2.128], [1.795, -5.206, -3.354], [3.545, -5.216, -3.474], [3.808, -3.673, -1.681], [2.387, -4.276, 0.159], [0.952, -4.452, -0.875], [1.624, 1.187, 1.494], [2.697, 1.818, 2.351], [3.649, 0.830, 2.981], [4.050, 1.501, 4.185], [3.046, 2.352, 4.527], [2.978, 2.912, 5.571], [2.154, 2.464, 3.525], [2.058, 0.428, 0.841], [0.847, 0.732, 2.099], [1.135, 1.930, 0.868], [3.244, 2.577, 1.783], [4.518, 0.622, 2.360], [3.161, -0.110, 3.249]]}

***

9.
{"formula": "C2H16O5", "method": "wB97M-V/def2-TZVPD", "max_force_ev_per_a": 1.2, "relative_energy_kcal_mol": 14.4, "molar_mass_g_mol": 120.1, "species": ["C", "C", "H", "H", "H", "H", "H", "H", "O", "H", "H", "O", "H", "H", "O", "H", "H", "O", "H", "H", "O", "H", "H"], "coordinates": [[-1.023, -0.338, -3.071], [-2.135, 0.145, -2.146], [-0.769, -1.387, -2.923], [-0.111, 0.257, -2.942], [-1.284, -0.192, -4.125], [-2.997, -0.516, -2.241], [-1.783, 0.200, -1.121], [-2.496, 1.133, -2.414], [5.041, 4.173, -0.831], [4.370, 4.558, -0.263], [4.663, 3.714, -1.582], [-4.027, -2.026, 2.051], [-3.146, -2.310, 1.780], [-4.297, -2.689, 2.690], [3.042, 1.536, 0.199], [2.653, 0.714, 0.508], [3.681, 1.767, 0.882], [-1.346, -3.450, 1.732], [-0.846, -4.228, 1.999], [-0.788, -2.955, 1.131], [0.134, 0.075, 1.530], [-0.431, 0.799, 1.793], [-0.122, -0.326, 0.701]]}

***

- Which formula does entry 8 have?
  C12H24BClNbO10